[1]
Computed, not measured: C2H4GaN2O3Pd as an isolated structure at a distorted geometry, with ωB97M-V with the def2-TZVPD basis set.

CARTESIAN COORDINATES (ANGSTROEM)
O 2.328 -1.344 1.539
C 1.976 -0.278 1.274
N 1.420 0.754 0.799
Ga 0.432 0.340 -0.833
C -1.163 -0.983 -0.541
O -2.243 -0.420 0.156
N -1.861 0.064 1.420
O -2.039 1.222 1.426
H -0.197 1.684 -1.489
H 1.359 -0.367 -1.946
H -1.528 -1.212 -1.576
H -0.814 -1.955 -0.092
Pd 2.331 2.495 -0.138

Atoms 1-3, force components in eV/Å:
0.0 1.2 0.5
-0.7 -0.1 -1.5
1.3 0.1 0.5

Multiplicity ... 1
Total charge ... +1
Lowest unoccupied orbital energy ... -9.030 eV
Kohn-Sham gap ... 4.52 eV

[2]
Computed, not measured: the molecule C2H4INOS at a distorted geometry, with ωB97M-V with the def2-TZVPD basis set.

CARTESIAN COORDINATES (ANGSTROEM)
C 0.121 -1.091 -0.663
C -0.093 1.825 1.210
N -0.345 0.008 -0.129
O 0.523 0.625 0.763
S -0.794 -2.106 -1.821
I 0.338 -4.079 -2.812
H 1.090 -1.468 -0.596
H -1.208 1.645 1.508
H -0.052 2.529 0.399
H 0.421 2.113 2.140

Atoms 1-3, force components in eV/Å:
-1.0 1.8 0.2
-1.9 -0.8 1.2
0.1 -2.5 -1.4

Multiplicity ... 1
Total charge ... 0
ΔE to the lowest compared entry with this formula, charge and spin ... 59.4 kcal per mole
Lowest unoccupied orbital energy ... -1.650 eV
Kohn-Sham gap ... 7.07 eV

[3]
Computed, not measured: C2H4INS as an isolated structure at a distorted geometry, with ωB97M-V with the def2-TZVPD basis set.

CARTESIAN COORDINATES (ANGSTROEM)
C -0.864 -1.001 0.480
C 0.461 1.051 -0.461
N 0.465 -0.096 0.459
S -2.162 -0.491 -0.248
I -0.600 -3.040 0.998
H 1.445 1.378 -0.616
H -0.009 0.757 -1.497
H -0.087 1.834 -0.005
H 1.352 -0.393 0.889

Atoms 1-3, force components in eV/Å:
5.3 2.2 -0.5
-1.7 -2.3 -1.0
-3.2 -2.6 0.0

Multiplicity ... 1
Total charge ... 0
ΔE to the lowest compared entry with this formula, charge and spin ... 25.4 kcal per mole
Lowest unoccupied orbital energy ... -0.251 eV
Kohn-Sham gap ... 8.65 eV

[4]
Computed, not measured: C2H4InO2 as an isolated structure at a distorted geometry, with ωB97M-V with the def2-TZVPD basis set.

CARTESIAN COORDINATES (ANGSTROEM)
In -2.085 -22.435 19.848
O -5.811 -18.782 17.445
C -6.180 -19.963 17.592
C -5.570 -20.871 18.924
O -4.346 -20.714 19.255
H -5.861 -20.598 16.748
H -7.271 -20.075 17.660
H -5.695 -21.927 18.646
H -6.274 -20.718 19.755

Atoms 1-3, force components in eV/Å:
-0.4 0.4 -0.1
0.4 -0.4 1.2
-2.4 2.6 -4.8

Multiplicity ... 1
Total charge ... +1
ΔE to the lowest compared entry with this formula, charge and spin ... 5.0 kcal per mole
Lowest unoccupied orbital energy ... -6.826 eV
Kohn-Sham gap ... 7.04 eV

[5]
Computed, not measured: C2H4KNO2 as an isolated structure at a distorted geometry, with ωB97M-V with the def2-TZVPD basis set.

CARTESIAN COORDINATES (ANGSTROEM)
K 0.062 -0.042 -0.285
N 0.579 0.011 2.379
C 1.810 0.801 2.187
C 2.704 0.196 1.038
O 3.850 -0.104 1.324
O 2.136 0.090 -0.076
H 0.073 0.414 3.168
H 0.866 -0.922 2.673
H 2.424 0.842 3.095
H 1.519 1.823 1.925

Atoms 1-3, force components in eV/Å:
-3.2 -0.3 -0.7
-0.1 -0.1 0.3
0.7 0.0 0.0

Multiplicity ... 1
Total charge ... 0
Lowest unoccupied orbital energy ... -0.524 eV
Kohn-Sham gap ... 7.73 eV

[6]
Computed, not measured: C2H4LiMgO as an isolated structure at a distorted geometry, with ωB97M-V with the def2-TZVPD basis set.

CARTESIAN COORDINATES (ANGSTROEM)
O 1.367 0.797 0.922
Mg 2.126 -0.619 -0.027
C 0.075 1.124 1.212
C -0.798 0.127 1.873
H -0.306 2.040 0.747
H -0.303 -0.432 2.682
H -1.744 0.572 2.202
Li 2.093 1.956 2.178
H -1.007 -0.501 0.931

Atoms 1-3, force components in eV/Å:
-3.0 1.7 1.5
0.5 -1.2 -1.0
1.5 -1.3 -0.3

Multiplicity ... 2
Total charge ... +2
ΔE to the lowest compared entry with this formula, charge and spin ... 0.0 kcal per mole
Lowest unoccupied orbital energy (alpha / beta) ... -10.977 / -9.958 eV
Kohn-Sham gap (alpha / beta) ... 4.95 / 11.41 eV
<S²> ... 0.756